Here is C47H60BrN5O5PRbS as an isolated structure in a non-equilibrium geometry from the OMol25 dataset. Energies are from ωB97M-V/def2-TZVPD.

**Kohn-Sham gap (spin up / spin down)**: 5.5 / 5.5 eV
**F_max**: 1.462 eV/A
**ΔE to the lowest compared entry with this formula, charge and spin**: 0.0 kJ/mol

The geometry in ORCA input format:
```
! wB97M-V def2-TZVPD RIJCOSX def2/J DEFGRID3
* xyz -2 1
Rb 12.02 14.88 12.40
C 17.46 10.77 17.08
C 16.11 10.54 17.75
C 16.26 10.88 19.24
C 15.73 9.07 17.61
C 15.00 11.37 17.13
C 15.14 12.08 15.97
C 14.05 12.77 15.37
N 14.20 13.59 14.32
C 15.14 13.45 13.41
C 15.80 12.21 13.14
C 16.78 12.10 12.23
C 17.14 13.29 11.48
C 16.47 14.47 11.55
C 15.39 14.62 12.54
O 14.77 15.67 12.68
C 16.76 15.66 10.63
C 17.18 16.93 11.41
C 17.92 15.33 9.69
C 15.53 15.95 9.76
C 17.55 10.80 11.96
C 16.99 9.61 12.71
C 19.00 11.00 12.38
C 17.50 10.47 10.45
C 12.69 12.73 15.96
O 11.73 13.20 15.33
C 12.60 12.05 17.24
C 13.70 11.40 17.71
C 11.30 12.01 18.09
C 10.26 13.06 17.73
C 10.67 10.63 17.94
C 11.64 12.26 19.56
H 18.19 10.13 17.58
H 17.78 11.80 17.22
H 17.44 10.54 16.03
H 17.07 10.29 19.69
H 15.34 10.64 19.79
H 16.49 11.94 19.38
H 16.46 8.44 18.11
H 15.69 8.79 16.55
H 14.75 8.88 18.05
H 16.11 12.20 15.49
H 15.43 11.36 13.70
H 17.96 13.21 10.78
H 18.06 16.73 12.02
H 16.36 17.27 12.05
H 17.44 17.70 10.67
H 18.85 15.07 10.23
H 18.10 16.22 9.07
H 17.68 14.51 9.00
H 14.67 16.29 10.33
H 15.21 15.05 9.20
H 15.82 16.71 9.04
H 17.11 9.72 13.80
H 17.56 8.72 12.41
H 15.93 9.43 12.48
H 19.09 11.23 13.44
H 19.48 11.83 11.84
H 19.57 10.08 12.16
H 16.48 10.19 10.16
H 18.15 9.61 10.24
H 17.79 11.31 9.85
H 13.63 10.87 18.66
H 9.80 12.90 16.75
H 10.71 14.05 17.72
H 9.49 13.06 18.50
H 10.38 10.47 16.89
H 9.77 10.56 18.57
H 11.37 9.83 18.24
H 12.11 13.24 19.67
H 12.28 11.50 20.02
H 10.71 12.24 20.15
Br 13.01 24.90 14.49
C 11.76 24.01 13.33
C 11.60 24.46 12.03
C 10.62 23.90 11.21
C 9.82 22.88 11.68
C 10.06 22.36 12.95
C 11.03 22.92 13.78
N 8.70 22.54 10.87
N 8.21 21.39 10.73
C 8.79 20.22 11.17
C 7.88 19.25 11.58
C 8.26 18.12 12.25
C 9.62 17.83 12.58
O 9.98 16.93 13.36
C 10.58 18.68 11.88
N 11.83 18.24 11.88
C 12.76 18.89 11.22
C 12.46 20.04 10.46
C 11.18 20.53 10.47
C 10.18 19.88 11.21
H 12.19 25.28 11.65
H 10.45 24.29 10.21
H 9.50 21.51 13.30
H 11.21 22.48 14.75
H 6.83 19.48 11.41
H 7.51 17.42 12.62
H 13.75 18.45 11.25
H 13.23 20.53 9.87
H 10.93 21.42 9.90
O 12.30 17.72 14.97
H 11.59 17.49 14.32
H 13.09 17.56 14.46
S 12.31 13.42 6.75
C 12.30 13.90 8.30
N 12.32 14.24 9.40
C 7.24 12.82 12.55
P 8.92 12.94 13.28
C 8.84 14.30 14.50
C 9.14 11.46 14.33
O 9.93 13.02 12.20
H 6.47 12.72 13.33
H 7.22 11.94 11.90
H 7.08 13.73 11.96
H 8.00 14.07 15.17
H 8.68 15.26 14.02
H 9.78 14.30 15.07
H 8.33 11.39 15.07
H 10.10 11.59 14.83
H 9.16 10.55 13.75
*
```